{
  "formula": "C15H16Cl2FNReS",
  "method": "ωB97M-V/def2-TZVPD",
  "symbols": ["Re", "F", "C", "C", "C", "C", "C", "C", "C", "H", "H", "H", "H", "H", "H", "S", "C", "Cl", "C", "Cl", "H", "H", "C", "C", "C", "C", "C", "C", "N", "H", "H", "H", "H", "H", "H", "H", "H"],
  "coordinates": [[0.899, 0.507, -1.403], [-4.555, -0.406, 1.497], [-3.470, -0.689, 0.759], [-3.445, -0.324, -0.564], [-2.297, -0.607, -1.312], [-1.184, -1.242, -0.748], [0.075, -1.439, -1.540], [-1.279, -1.618, 0.596], [-2.412, -1.351, 1.354], [-4.314, 0.155, -1.005], [-2.281, -0.354, -2.368], [-0.143, -1.662, -2.584], [0.707, -2.235, -1.152], [-0.447, -2.150, 1.056], [-2.490, -1.656, 2.394], [3.904, -0.367, -2.704], [2.524, 0.029, -2.100], [0.893, 3.100, -1.445], [-0.118, 3.022, -2.937], [-0.134, 1.278, -3.446], [0.343, 3.611, -3.712], [-1.123, 3.342, -2.712], [3.212, -1.439, 0.700], [2.191, -0.579, 1.321], [1.982, -0.444, 2.765], [0.957, 0.379, 2.937], [0.518, 0.769, 1.603], [-0.613, 1.668, 1.314], [1.294, 0.194, 0.633], [3.442, -2.280, 1.361], [4.142, -0.869, 0.553], [2.895, -1.805, -0.266], [2.560, -0.954, 3.532], [0.508, 0.704, 3.872], [-1.308, 1.663, 2.152], [-1.167, 1.356, 0.420], [-0.267, 2.694, 1.180]],
  "nbo_charge": [0.6134, -0.3102, 0.3978, -0.2774, -0.2184, -0.0968, -0.6593, -0.1905, -0.2719, 0.2445, 0.2164, 0.2285, 0.2278, 0.2199, 0.2445, 0.0973, -0.2119, 0.1018, -0.3449, 0.1673, 0.2599, 0.2517, -0.6931, 0.3799, -0.2391, -0.2440, 0.3546, -0.6978, -0.5773, 0.2499, 0.2718, 0.2537, 0.2516, 0.2507, 0.2633, 0.2340, 0.2521],
  "lumo_energy_ev": [-3.371, -5.114],
  "multiplicity": 3,
  "orbital_gap_ev": [7.741, 5.704],
  "e_above_lowest_kcal_mol": 14.9,
  "total_charge": 1,
  "homo_ev": [-11.11, -10.82]
}



{
  "formula": "C7H4N5O7",
  "method": "ωB97M-V/def2-TZVPD",
  "symbols": ["C", "N", "O", "O", "H", "H", "O", "N", "O", "C", "C", "C", "N", "O", "O", "C", "C", "N", "O", "N", "C", "H", "H"],
  "coordinates": [[1.288, 1.216, -3.005], [2.655, 1.178, -2.947], [3.303, 2.248, -3.027], [3.226, 0.070, -2.810], [0.734, 0.305, -3.002], [0.784, 2.154, -3.054], [-3.589, -2.066, 2.063], [-3.039, -0.971, 2.195], [-3.529, -0.048, 2.851], [-1.758, -0.753, 1.548], [-1.100, 0.434, 1.700], [0.140, 0.675, 1.072], [0.767, 1.981, 1.211], [0.602, 2.603, 2.262], [1.430, 2.413, 0.264], [0.739, -0.280, 0.299], [0.081, -1.507, 0.126], [0.397, -2.594, -0.582], [-0.591, -3.458, -0.418], [-1.535, -2.970, 0.377], [-1.155, -1.748, 0.737], [-1.539, 1.209, 2.311], [1.691, -0.090, -0.170]],
  "nbo_charge": [-0.5137, 0.4351, -0.5668, -0.5866, 0.1655, 0.1746, -0.3546, 0.5155, -0.3905, -0.0185, -0.1109, 0.0008, 0.5023, -0.3983, -0.3085, -0.0844, 0.0130, -0.0184, -0.0685, -0.0761, 0.1166, 0.2758, 0.2966],
  "lumo_energy_ev": 0.184,
  "multiplicity": 1,
  "orbital_gap_ev": 3.573,
  "total_charge": -1,
  "homo_ev": -3.39
}



{
  "formula": "C44H47As2BiClIN3O8S2Te",
  "method": "ωB97M-V/def2-TZVPD",
  "symbols": ["Bi", "S", "C", "N", "C", "C", "N", "C", "C", "C", "C", "C", "C", "C", "C", "S", "C", "C", "C", "C", "C", "C", "C", "H", "H", "H", "H", "H", "H", "H", "H", "H", "H", "H", "H", "H", "H", "H", "H", "H", "H", "Cl", "C", "H", "H", "Te", "C", "C", "C", "C", "C", "C", "H", "H", "H", "H", "H", "I", "C", "C", "C", "C", "C", "N", "H", "H", "H", "H", "C", "O", "C", "O", "C", "C", "As", "C", "C", "C", "As", "C", "C", "O", "O", "C", "C", "O", "O", "C", "C", "O", "O", "C", "H", "H", "H", "H", "H", "H", "H", "H", "H", "H", "H", "H", "H", "H", "H", "H", "H", "H"],
  "coordinates": [[0.306, 0.264, 0.428], [-2.881, -0.132, 1.493], [-3.520, -1.044, 0.262], [-4.800, -1.037, -0.092], [-5.231, -1.726, -1.305], [-4.175, -1.548, -2.366], [-2.923, -2.104, -1.853], [-2.042, -2.934, -2.697], [-2.382, -2.908, -4.159], [-3.275, -3.830, -4.697], [-3.588, -3.800, -6.048], [-3.000, -2.851, -6.874], [-2.091, -1.944, -6.349], [-1.782, -1.974, -4.996], [-2.617, -1.964, -0.559], [-1.334, -2.733, 0.158], [-5.827, -0.293, 0.636], [-6.416, 0.810, -0.209], [-7.792, 0.989, -0.269], [-8.336, 2.008, -1.041], [-7.505, 2.846, -1.768], [-6.129, 2.668, -1.713], [-5.586, 1.658, -0.935], [-6.167, -1.275, -1.631], [-5.404, -2.787, -1.102], [-4.055, -0.490, -2.621], [-4.451, -2.087, -3.268], [-2.070, -3.952, -2.302], [-1.026, -2.570, -2.539], [-3.723, -4.580, -4.054], [-4.281, -4.522, -6.458], [-3.237, -2.832, -7.930], [-1.608, -1.224, -6.997], [-1.039, -1.296, -4.595], [-5.367, 0.101, 1.539], [-6.609, -1.000, 0.927], [-8.444, 0.329, 0.290], [-9.409, 2.138, -1.080], [-7.927, 3.636, -2.375], [-5.476, 3.324, -2.278], [-4.510, 1.529, -0.883], [3.451, 0.965, -0.641], [1.755, 1.449, -0.897], [1.520, 1.306, -1.951], [1.651, 2.500, -0.637], [-2.350, 3.293, 1.138], [-1.876, 5.295, 0.675], [-2.892, 6.223, 0.465], [-2.573, 7.537, 0.149], [-1.245, 7.923, 0.045], [-0.231, 7.000, 0.264], [-0.544, 5.687, 0.585], [-3.929, 5.923, 0.552], [-3.363, 8.259, -0.010], [-0.998, 8.948, -0.199], [0.805, 7.304, 0.194], [0.247, 4.971, 0.777], [1.216, 1.787, 2.617], [-2.032, 2.658, -0.857], [-2.639, 3.332, -1.914], [-2.483, 2.862, -3.204], [-1.738, 1.708, -3.418], [-1.157, 1.100, -2.325], [-1.277, 1.575, -1.076], [-3.224, 4.218, -1.709], [-2.941, 3.383, -4.035], [-1.574, 1.301, -4.405], [-0.529, 0.225, -2.455], [2.868, -3.129, 2.912], [3.225, -3.238, 1.516], [2.734, -2.319, 0.715], [1.953, -1.466, 1.118], [3.165, -2.455, -0.696], [4.408, -2.812, -1.016], [5.045, -3.149, -2.834], [6.859, -2.442, -2.626], [4.186, -1.603, -3.679], [2.965, -1.181, -3.363], [1.791, -1.914, -1.979], [1.427, -3.658, -2.797], [2.258, -0.119, -4.132], [1.054, -0.127, -4.284], [3.051, 0.824, -4.618], [2.405, 1.828, -5.420], [4.900, -1.063, -4.888], [4.600, -1.362, -6.012], [5.935, -0.296, -4.550], [6.680, 0.244, -5.656], [5.461, -3.113, 0.007], [6.054, -4.158, 0.045], [5.705, -2.061, 0.788], [6.721, -2.270, 1.786], [3.359, -3.964, 3.396], [1.788, -3.194, 3.022], [3.220, -2.179, 3.308], [7.391, -3.124, -1.964], [6.861, -1.431, -2.228], [7.347, -2.453, -3.598], [2.349, -4.193, -3.015], [0.879, -3.486, -3.723], [0.815, -4.240, -2.110], [3.183, 2.536, -5.683], [1.619, 2.318, -4.847], [1.982, 1.372, -6.313], [7.482, 0.824, -5.212], [6.036, 0.877, -6.263], [7.076, -0.559, -6.272], [6.806, -1.328, 2.317], [7.665, -2.534, 1.313], [6.423, -3.072, 2.459]],
  "mulliken_charge": [1.4752, -0.2996, 0.8757, 0.1092, -1.2053, 0.0368, 0.2402, 0.6065, -1.1940, -0.0543, -0.6555, -0.5301, -1.1205, 0.2932, -0.5273, -0.0528, -1.2980, 0.1212, -0.5012, -0.6477, -0.6758, -0.5535, 1.2650, 0.4859, 0.3187, -0.0287, 0.5766, 0.6523, -0.7867, 0.4728, 0.4145, 0.4082, 0.4977, 0.7401, 0.4470, 0.3762, 0.3859, 0.3945, 0.4095, 0.3020, -0.0679, -0.0699, -0.4633, -0.0863, 0.4974, 0.3394, -0.1059, -0.2361, -0.5950, -0.4298, -0.5447, -0.2587, 0.4560, 0.3908, 0.3802, 0.4004, 0.3838, -0.3760, -1.2709, -0.2768, -0.8711, -0.8132, 0.2966, 0.6928, 0.7555, 0.4434, 0.6824, 0.1812, -0.7850, -0.2253, -0.2497, -0.8276, 0.6096, 0.6340, -0.0173, -1.2586, 1.2912, -0.2022, 1.0962, -1.3065, -0.4860, -0.3970, -0.1732, -0.7637, 0.0924, -0.5828, -0.2078, -0.7903, -0.2430, -0.5279, -0.1209, -0.8448, 0.2868, 0.2871, 0.3460, 0.4384, 0.4044, 0.4105, 0.5213, 0.3603, 0.4171, 0.2720, 0.2126, 0.3415, 0.2559, 0.2934, 0.3302, 0.2520, 0.3146, 0.3339],
  "lumo_energy_ev": -2.790,
  "multiplicity": 1,
  "orbital_gap_ev": 7.305,
  "e_above_lowest_kcal_mol": 0.0,
  "total_charge": 1,
  "homo_ev": -10.09
}



{
  "formula": "C20H50N10O15",
  "method": "ωB97M-V/def2-TZVPD",
  "symbols": ["C", "N", "O", "O", "H", "H", "H", "C", "N", "O", "O", "H", "H", "H", "C", "N", "O", "O", "H", "H", "H", "C", "N", "O", "O", "H", "H", "H", "C", "N", "O", "O", "H", "H", "H", "C", "N", "C", "C", "O", "H", "H", "H", "H", "H", "H", "H", "C", "N", "C", "C", "O", "H", "H", "H", "H", "H", "H", "H", "C", "N", "C", "C", "O", "H", "H", "H", "H", "H", "H", "H", "C", "N", "C", "C", "O", "H", "H", "H", "H", "H", "H", "H", "C", "N", "C", "C", "O", "H", "H", "H", "H", "H", "H", "H"],
  "coordinates": [[-0.115, 5.405, -1.093], [1.262, 5.886, -1.683], [1.455, 7.033, -1.920], [2.049, 5.017, -2.064], [-0.922, 5.474, -1.823], [-0.272, 6.037, -0.219], [0.065, 4.378, -0.776], [2.279, 3.348, 3.320], [2.201, 3.885, 4.664], [3.226, 4.246, 5.132], [1.046, 4.113, 5.060], [3.268, 3.461, 2.875], [1.484, 3.921, 2.843], [2.042, 2.285, 3.299], [4.510, -0.252, 1.983], [4.288, -0.253, 3.455], [4.516, 0.728, 4.117], [3.472, -1.095, 3.830], [4.100, -1.196, 1.621], [5.582, -0.117, 1.841], [3.920, 0.538, 1.518], [-2.865, -4.202, -3.808], [-1.511, -3.888, -3.285], [-1.376, -3.860, -2.037], [-0.607, -3.845, -4.109], [-2.892, -4.720, -4.767], [-3.264, -3.198, -3.948], [-3.414, -4.876, -3.149], [-4.101, 1.623, -2.536], [-4.123, 1.702, -4.085], [-3.149, 1.485, -4.768], [-5.246, 1.783, -4.578], [-4.792, 0.864, -2.171], [-4.047, 2.625, -2.111], [-3.152, 1.086, -2.522], [3.457, 2.509, -0.702], [4.589, 1.710, -0.832], [5.786, 2.409, -0.428], [4.706, 0.534, -1.487], [5.787, -0.133, -1.680], [2.652, 2.233, -1.383], [3.657, 3.514, -1.073], [3.212, 2.576, 0.358], [6.000, 3.164, -1.185], [5.633, 3.103, 0.399], [6.603, 1.715, -0.229], [3.708, 0.084, -1.609], [-3.003, 1.550, 3.314], [-2.492, 2.187, 2.118], [-3.314, 2.214, 0.922], [-1.263, 2.800, 2.143], [-0.720, 3.364, 1.202], [-2.241, 1.349, 4.066], [-3.417, 0.563, 3.105], [-3.736, 2.175, 3.823], [-4.232, 2.787, 1.046], [-2.836, 2.686, 0.063], [-3.473, 1.137, 0.873], [-0.822, 2.828, 3.152], [2.725, -2.859, -0.439], [2.403, -3.832, -1.511], [1.627, -5.079, -1.255], [2.749, -3.391, -2.715], [3.278, -2.348, -3.106], [3.275, -1.956, -0.703], [3.364, -3.557, 0.101], [1.813, -2.541, 0.066], [1.582, -5.833, -2.041], [2.058, -5.570, -0.382], [0.599, -4.801, -1.024], [2.607, -4.205, -3.442], [-0.940, -1.149, -0.349], [0.024, -0.167, 0.280], [0.414, 1.018, -0.507], [0.343, -0.160, 1.569], [1.257, 0.518, 2.026], [-0.932, -2.062, 0.246], [-0.546, -1.471, -1.313], [-1.862, -0.595, -0.526], [0.486, 0.657, -1.533], [-0.524, 1.572, -0.478], [1.318, 1.493, -0.127], [-0.278, -0.877, 2.128], [-3.863, -2.874, 0.545], [-4.568, -4.134, 0.761], [-5.651, -3.954, 1.764], [-4.298, -5.333, 0.256], [-4.989, -6.324, 0.605], [-3.360, -2.980, -0.416], [-3.351, -2.383, 1.373], [-4.722, -2.248, 0.305], [-6.429, -4.717, 1.743], [-5.177, -3.893, 2.744], [-6.217, -3.035, 1.614], [-3.376, -5.410, -0.341]],
  "mulliken_charge": [-0.2901, 0.8835, -0.5669, -0.5414, 0.2981, 0.2707, -0.0522, -0.4917, 1.0544, -0.5732, -0.6014, 0.3350, 0.2330, 0.0987, 0.0023, 0.9386, -0.5721, -0.5606, 0.0652, 0.3095, -0.1881, -0.8027, 0.7571, -0.2852, -0.4733, 0.3285, 0.3169, 0.2507, -0.6560, 0.8415, -0.5179, -0.5189, 0.3068, 0.3190, 0.2379, -1.0968, 0.3616, -1.1641, 0.2071, -0.6876, 0.4035, 0.5437, 0.0331, 0.4418, 0.3415, 0.3305, 0.3034, -0.9835, 0.2797, -0.6606, -0.0932, -0.5109, 0.3579, 0.2971, 0.3467, 0.3414, 0.0844, 0.1873, 0.3498, -0.6385, 0.2752, -0.7423, 0.0125, -0.5626, -0.1371, 0.4451, 0.2103, 0.3123, 0.3310, 0.1642, 0.2730, -1.1628, 0.7641, -0.3121, -0.3291, -0.4808, 0.4150, 0.2863, 0.2765, 0.7080, 0.0906, -0.5951, 0.2515, -0.8713, 0.1040, -1.0190, 0.0606, -0.6479, 0.2495, 0.3025, 0.3662, 0.3298, 0.3555, 0.3256, 0.4197],
  "lumo_energy_ev": -1.054,
  "multiplicity": 1,
  "orbital_gap_ev": 8.210,
  "e_above_lowest_kcal_mol": 140.3,
  "homo_ev": -9.26,
  "smiles": "C[N+](=O)[O-].C[N+](=O)[O-].C[N+](=O)[O-].C[N+](=O)[O-].C[N+](=O)[O-].CN(C)C=O.CN(C)C=O.CN(C)C=O.CN(C)C=O.CN(C)C=O"
}



{
  "formula": "C3H5NO",
  "method": "ωB97M-V/def2-TZVPD",
  "symbols": ["C", "C", "N", "C", "O", "H", "H", "H", "H", "H"],
  "coordinates": [[-1.764, -0.391, -0.226], [-0.373, -0.856, 0.109], [0.595, -0.183, -0.565], [1.347, 0.865, 0.026], [1.938, -0.466, 0.094], [-2.519, -0.640, 0.438], [-1.836, 0.349, -1.029], [-0.100, -1.466, 0.940], [1.733, 1.539, -0.711], [0.980, 1.250, 0.924]],
  "nbo_charge": [-0.4517, -0.0203, -0.1793, 0.0709, -0.3929, 0.1999, 0.2049, 0.2143, 0.1828, 0.1714],
  "lumo_energy_ev": 0.894,
  "multiplicity": 1,
  "orbital_gap_ev": 9.536,
  "e_above_lowest_kcal_mol": 107.5,
  "homo_ev": -8.64,
  "smiles": "C=CN1CO1"
}



{
  "formula": "C4H8O2",
  "method": "ωB97M-V/def2-TZVPD",
  "symbols": ["C", "O", "C", "C", "O", "C", "H", "H", "H", "H", "H", "H", "H", "H"],
  "coordinates": [[2.494, 1.405, -1.142], [1.120, 1.284, -0.667], [0.572, 0.349, 0.032], [-0.693, -0.317, -0.177], [-1.056, -1.330, 0.763], [-2.429, -1.383, 1.155], [2.550, 1.104, -2.363], [3.025, 0.605, -0.512], [2.809, 2.522, -1.153], [1.385, 0.097, 0.925], [-1.692, -0.106, -0.913], [-2.355, -1.807, 2.309], [-2.823, -0.417, 1.515], [-3.070, -1.954, 0.218]],
  "nbo_charge": [-0.2590, -0.5467, 0.1056, 0.0000, -0.5612, -0.2852, 0.1870, 0.1975, 0.2163, 0.1591, 0.1977, 0.2113, 0.1847, 0.1931],
  "lumo_energy_ev": 0.988,
  "multiplicity": 1,
  "orbital_gap_ev": 8.864,
  "e_above_lowest_kcal_mol": 138.2,
  "homo_ev": -7.88,
  "smiles": "CO/C=C/OC"
}